Entry 1:
{
  "formula": "C14H16O2",
  "method": "ωB97M-V/def2-TZVPD",
  "elements": ["C", "C", "C", "C", "C", "O", "C", "C", "H", "H", "H", "H", "H", "H", "H", "H", "C", "C", "C", "C", "C", "O", "C", "C", "H", "H", "H", "H", "H", "H", "H", "H"],
  "xyz": [[-0.164, -1.988, -3.238], [-0.514, -0.529, -3.067], [-0.866, -0.266, -1.717], [-1.246, 0.974, -1.320], [-1.165, 2.027, -2.317], [-1.671, 3.189, -1.979], [-0.691, 1.817, -3.597], [-0.440, 0.477, -4.026], [-0.015, -2.106, -4.330], [-0.812, -2.651, -2.691], [0.894, -2.216, -2.964], [-0.822, -1.157, -1.055], [-1.393, 1.225, -0.193], [-1.372, 3.834, -2.545], [-0.571, 2.680, -4.227], [-0.353, 0.190, -5.055], [1.215, 1.604, 4.194], [0.921, 0.231, 3.477], [1.278, 0.384, 2.168], [0.997, -0.446, 1.127], [0.404, -1.724, 1.586], [0.329, -2.775, 0.728], [-0.074, -1.808, 2.884], [0.132, -0.817, 3.886], [2.326, 1.860, 4.096], [0.724, 1.690, 5.242], [0.816, 2.373, 3.552], [1.660, 1.417, 1.832], [1.259, -0.274, 0.065], [0.241, -3.623, 1.254], [-0.783, -2.666, 3.267], [-0.244, -0.928, 4.964]],
  "forces_ev_per_angstrom": [[2.047, 0.892, -2.202], [0.073, -0.462, 1.267], [0.174, -0.724, -0.573], [0.504, 1.918, 0.966], [0.258, -2.881, 0.625], [-1.436, 0.125, 3.033], [-0.076, -1.606, 0.122], [-0.550, 0.148, 1.651], [-0.990, -0.865, 0.305], [-0.344, -0.376, -0.375], [-0.652, 0.389, 0.605], [-0.165, 0.984, -0.165], [-0.154, -0.327, -2.316], [0.871, 2.482, -2.073], [-0.165, 0.054, -0.489], [0.563, 0.224, -0.396], [0.231, -0.984, 1.197], [-0.242, 2.736, 1.850], [0.698, 2.573, -3.113], [-0.677, -3.544, 0.718], [0.622, 1.963, -0.212], [-0.246, -1.490, 0.461], [-1.906, -1.416, 2.041], [0.467, -0.484, 0.177], [-1.307, -0.687, 0.980], [1.310, -0.079, -1.664], [-0.717, 0.266, 0.031], [-0.218, -1.705, 0.766], [-0.192, -0.133, 0.939], [-0.001, 1.580, -0.899], [1.726, 1.271, -1.312], [0.493, 0.157, -1.943]],
  "smiles": "Cc1ccc(O)cc1.Cc1ccc(O)cc1",
  "e_above_lowest_kj_mol": 237.5,
  "homo_energy_ha": -0.294
}

Entry 2:
{
  "formula": "C14H17BaNO2",
  "method": "ωB97M-V/def2-TZVPD",
  "elements": ["C", "C", "C", "H", "C", "H", "H", "H", "C", "H", "H", "C", "H", "H", "C", "H", "H", "C", "H", "H", "Ba", "H", "O", "C", "O", "C", "C", "C", "C", "C", "N", "H", "H", "H", "H"],
  "xyz": [[0.599, -1.485, -2.858], [0.120, 1.858, -2.005], [-0.539, -1.379, -3.556], [1.068, -2.477, -2.796], [-1.205, 1.685, -1.932], [0.566, 2.720, -1.484], [-0.894, -2.272, -4.087], [-1.814, 2.427, -1.395], [-1.452, -0.199, -3.707], [-2.339, -0.595, -4.233], [-1.044, 0.571, -4.374], [1.360, -0.383, -2.190], [2.434, -0.596, -2.342], [1.221, -0.389, -1.082], [1.099, 1.023, -2.778], [0.833, 0.963, -3.844], [2.044, 1.585, -2.727], [-1.996, 0.510, -2.430], [-2.993, 0.900, -2.709], [-2.174, -0.229, -1.623], [0.108, -1.825, 1.388], [-1.915, -1.088, 1.466], [3.244, -1.071, 4.415], [2.260, -1.171, 3.696], [1.995, -2.095, 2.803], [1.185, -0.109, 3.834], [0.775, 0.406, 5.061], [-0.255, 1.346, 5.069], [-0.763, 1.808, 3.848], [-0.259, 1.292, 2.657], [0.618, 0.263, 2.669], [1.282, 0.036, 5.953], [-0.637, 1.719, 6.019], [-1.544, 2.563, 3.811], [-0.520, 1.673, 1.663]],
  "forces_ev_per_angstrom": [[-0.452, -0.496, -0.183], [-0.661, 0.642, 0.055], [0.444, -0.488, 0.268], [-0.168, 0.359, -0.162], [0.313, -0.065, 0.658], [-0.383, -0.296, -0.325], [0.221, 0.216, 0.381], [0.425, -0.288, -0.027], [-0.880, 0.255, -0.206], [0.285, 0.248, 0.150], [-0.061, -0.218, 0.067], [0.498, 0.192, -0.038], [-0.366, -0.058, 0.147], [0.045, 0.181, -0.585], [0.646, 0.218, 0.459], [0.166, -0.114, 0.441], [-0.185, -0.310, -0.172], [-0.301, -0.150, -0.731], [0.333, -0.229, 0.209], [0.129, 0.380, -0.232], [0.255, -1.604, -1.839], [-1.142, 0.419, 0.166], [-0.495, -0.138, -0.362], [0.502, -1.005, -0.015], [0.643, 1.099, 1.446], [-0.657, 0.111, -0.336], [0.118, 0.027, -0.157], [0.176, -0.225, -0.239], [0.089, 0.204, -0.077], [0.269, -0.569, 0.499], [0.443, 1.817, 0.639], [-0.245, 0.253, -0.180], [0.039, -0.026, -0.308], [0.217, -0.105, 0.068], [-0.259, -0.234, 0.521]],
  "e_above_lowest_kj_mol": 0.0,
  "homo_energy_ha": -0.265
}